Record 1
Density functional theory data (ωB97M-V with the def2-TZVPD basis set) for C28H68AlB3N4O16 as an isolated structure at a distorted geometry.

Positions of all 120 atoms, in Å:
Al (7.78885, -21.58975, -16.39019)
B (8.45211, -22.53650, -19.29015)
H (9.37294, -22.96121, -19.65884)
H (8.03784, -23.14894, -18.50430)
H (8.58712, -21.51353, -18.97464)
H (7.80227, -22.49693, -20.15059)
B (7.35416, -18.83172, -15.22118)
H (8.22984, -18.95887, -15.83864)
H (7.39183, -19.43845, -14.32972)
H (7.17186, -17.78234, -15.04855)
H (6.53571, -19.21191, -15.81266)
O (7.79690, -24.12812, -14.86188)
C (7.93208, -25.34156, -14.66225)
O (7.32532, -26.39933, -15.32409)
B (7.88286, -27.67229, -14.83088)
O (8.84872, -27.28563, -13.76830)
C (8.96893, -25.96716, -13.68906)
O (9.83969, -25.27715, -13.13731)
O (8.50586, -28.54402, -15.87512)
C (8.10089, -29.84134, -15.70664)
O (8.48995, -30.84850, -16.27180)
C (6.84542, -29.75942, -14.75665)
O (6.70982, -28.46078, -14.32586)
O (6.06476, -30.66286, -14.51255)
C (7.62497, -18.76303, -9.10564)
O (8.51456, -19.50909, -9.89090)
C (9.55925, -18.72927, -10.46020)
C (10.14797, -19.58508, -11.62223)
N (10.79818, -20.85475, -11.28882)
C (12.03331, -20.71345, -10.53323)
C (12.57902, -21.93241, -9.70032)
O (11.62982, -22.34558, -8.77392)
C (11.47700, -21.54071, -7.61053)
H (8.06329, -18.31721, -8.21276)
H (6.74257, -19.32911, -8.80729)
H (7.19258, -17.95542, -9.69633)
H (10.31198, -18.50160, -9.70545)
H (9.25560, -17.74209, -10.80860)
H (10.81454, -18.98805, -12.24461)
H (9.31687, -19.74295, -12.30957)
H (10.22998, -21.19704, -10.52718)
H (12.13689, -19.94478, -9.76738)
H (12.75411, -20.63558, -11.34715)
H (13.56695, -21.70389, -9.30049)
H (12.73231, -22.76530, -10.38655)
H (12.31632, -21.58888, -6.91677)
H (10.55652, -21.82519, -7.10074)
H (11.24512, -20.48568, -7.75639)
C (8.86950, -18.80054, -18.60038)
O (7.53865, -19.21736, -18.48967)
C (6.80663, -19.31258, -19.72787)
C (5.38185, -20.00374, -19.59202)
N (5.53169, -21.35938, -19.04520)
C (4.31232, -22.16203, -19.29548)
C (3.03269, -21.43619, -18.73115)
O (3.04064, -21.26059, -17.35311)
C (1.76879, -21.02804, -16.83670)
H (9.54593, -18.93435, -17.75619)
H (8.98910, -17.79070, -18.99286)
H (9.34589, -19.25131, -19.47099)
H (7.29349, -19.78021, -20.58367)
H (6.68060, -18.31794, -20.15553)
H (4.84481, -20.04451, -20.53967)
H (4.82119, -19.36266, -18.91174)
H (6.23072, -21.69460, -19.69256)
H (4.47518, -23.14953, -18.86373)
H (4.20895, -22.40152, -20.35381)
H (2.22347, -22.12799, -18.96501)
H (2.80540, -20.48177, -19.20607)
H (0.99321, -21.77756, -16.99417)
H (1.34252, -20.11988, -17.26291)
H (1.88515, -20.99026, -15.75359)
C (6.07010, -24.76668, -18.09671)
O (5.92430, -23.85653, -17.02285)
C (4.75345, -24.04036, -16.23106)
C (4.68064, -23.19601, -14.99486)
N (4.97682, -21.72895, -15.18584)
C (4.64132, -20.90635, -14.00388)
C (5.41862, -21.41178, -12.73684)
O (6.78257, -21.71817, -13.01130)
C (7.47919, -22.33834, -11.92625)
H (6.15685, -24.15703, -18.99609)
H (5.26929, -25.48364, -18.27774)
H (7.01253, -25.26758, -17.87528)
H (4.57314, -25.03668, -15.82740)
H (3.89860, -23.85916, -16.88260)
H (5.37913, -23.67659, -14.30984)
H (3.73317, -23.36405, -14.48286)
H (4.23513, -21.47821, -15.82389)
H (3.57001, -20.86231, -13.80775)
H (4.85002, -19.84206, -14.11267)
H (4.84788, -22.23580, -12.30863)
H (5.47710, -20.68870, -11.92330)
H (7.44138, -21.68754, -11.05267)
H (8.45768, -22.71426, -12.22517)
H (6.90276, -23.23140, -11.68490)
C (10.40836, -24.35028, -17.20912)
O (10.16435, -23.48324, -16.07904)
C (11.34722, -23.23019, -15.28221)
C (10.95382, -22.26969, -14.13134)
N (10.13979, -21.09101, -14.53136)
C (10.86903, -19.89300, -15.03172)
C (11.96087, -20.05232, -16.19163)
O (11.23906, -20.70824, -17.21631)
C (12.01786, -21.15616, -18.31472)
H (10.85051, -25.30150, -16.91283)
H (11.26941, -23.96214, -17.75321)
H (9.59025, -24.64153, -17.86790)
H (12.20007, -22.81863, -15.82199)
H (11.58749, -24.12473, -14.70760)
H (11.84167, -21.90514, -13.61472)
H (10.41174, -22.86053, -13.39298)
H (9.82960, -20.81607, -13.61034)
H (11.30670, -19.34052, -14.20026)
H (10.16970, -19.17946, -15.46749)
H (12.84148, -20.58421, -15.83146)
H (12.40656, -19.10356, -16.49048)
H (11.24844, -21.43844, -19.03333)
H (12.61976, -22.03706, -18.09147)
H (12.74080, -20.41917, -18.66444)

Atoms 1-3, force components in eV/Å:
Al -0.4 0.5 0.0
B 0.5 0.2 0.4
H 3.8 -1.5 -0.5

The net charge is 0. Its multiplicity is 1. The calculation puts the HOMO energy at -9.15 eV. The value obtained for the lowest unoccupied orbital energy is -4.7 eV. The HOMO-LUMO gap is 0.164 Ha.



Record 2
Density functional theory data (ωB97M-V with the def2-TZVPD basis set) for C18H18MoNO4 as an isolated structure at a distorted geometry.

Positions of all 42 atoms, in Å:
C (0.76123, -1.88940, 3.02915)
C (-0.68160, -1.95949, 2.98398)
C (-1.06226, -2.25402, 1.62617)
H (-1.36361, -1.86187, 3.82408)
C (0.15110, -2.36888, 0.84981)
C (1.26660, -2.11903, 1.70149)
H (2.32108, -2.13838, 1.42185)
H (1.40081, -1.86994, 3.90224)
H (-2.08197, -2.39116, 1.26859)
H (0.22126, -2.66904, -0.18997)
C (-1.16431, 2.14296, 1.47284)
C (-1.09802, 1.78406, 2.82324)
C (0.36362, 1.75838, 3.27950)
H (-1.92281, 1.69205, 3.51915)
C (1.09298, 2.14854, 1.99932)
C (0.18329, 2.34917, 0.96862)
H (0.42972, 2.68099, -0.04199)
H (-2.08121, 2.31403, 0.92225)
H (0.60858, 2.33660, 4.18045)
H (2.17913, 2.21569, 1.94269)
Mo (-0.10226, -0.13259, 1.71063)
O (-0.68245, 0.07145, -0.28783)
C (-1.11627, -0.68978, -1.38876)
C (-0.03395, -1.01482, -2.34190)
H (-1.55641, -1.65314, -1.06858)
H (-1.89351, -0.09939, -1.90116)
H (0.62656, -1.84117, -2.07949)
H (1.07004, -2.02222, -4.54115)
C (0.80471, -0.96548, -4.64379)
C (0.21568, -0.30844, -3.51042)
C (-0.11227, 1.08559, -3.65490)
H (-0.52191, 1.60739, -2.78379)
C (0.11404, 1.74128, -4.85668)
H (-0.11398, 2.80584, -4.94546)
C (0.62631, 1.05242, -5.96961)
H (0.77151, 1.57128, -6.91942)
C (0.96066, -0.30785, -5.85386)
H (1.34392, -0.85019, -6.72110)
O (-1.14315, 0.45144, 5.31043)
N (-0.26806, -0.41183, 5.38307)
O (0.74257, -0.38246, 6.07622)
O (0.74459, 0.39144, 3.50410)

Atoms 1-3, force components in eV/Å:
C -0.7 -1.4 -1.3
C 0.3 -0.5 -0.9
C 1.0 0.1 0.6

The net charge is +1. The expectation value of S² is 2.276. Its multiplicity is 3. The calculation puts the HOMO energy (alpha / beta) at -9.89 / -11.74 eV. The value obtained for the lowest unoccupied orbital energy (alpha / beta) is -4.8 / -5.3 eV. The HOMO-LUMO gap (alpha / beta) is 0.186 / 0.237 Ha.



Record 3
Density functional theory data (ωB97M-V with the def2-TZVPD basis set) for one molecule with the formula C3H6OS2 at a distorted geometry.

Positions of all 12 atoms, in Å:
C (-0.26603, -1.04498, -2.47977)
C (-0.05952, -0.30358, 0.01195)
C (0.59813, 0.22942, 1.11640)
H (-1.27762, -0.28878, -2.28476)
H (-0.57366, -2.04361, -2.19524)
H (0.23567, -1.10048, -3.53206)
H (1.50983, 0.79682, 0.67848)
H (1.09383, -0.68792, 1.65629)
H (-1.69843, 0.74795, 1.18882)
O (-1.23490, -0.42105, 0.16849)
S (1.00320, -0.45222, -1.36952)
S (-0.44356, 1.24342, 2.07258)

Atoms 1-3, force components in eV/Å:
C -1.6 1.6 -1.3
C 0.1 0.0 -1.1
C 6.0 0.5 2.3

The net charge is 0. Its multiplicity is 1. The calculation puts the HOMO energy at -8.67 eV. The value obtained for the lowest unoccupied orbital energy is 0.5 eV. The HOMO-LUMO gap is 0.336 Ha. Its SMILES is CSC(=O)CS.



Record 4
Density functional theory data (ωB97M-V with the def2-TZVPD basis set) for C9H11NO3S as an isolated structure at a distorted geometry.

Positions of all 25 atoms, in Å:
C (-0.26164, 1.07914, 1.20309)
C (0.29194, -0.20937, -0.73957)
C (-1.50988, 0.49445, 1.23425)
C (-0.96515, -0.79986, -0.71516)
C (0.66421, 0.71802, 0.23522)
C (-1.86829, -0.47388, 0.29136)
C (2.31569, 2.47947, -0.47695)
C (-3.50166, -2.03983, -0.44367)
C (2.10352, 1.17351, 0.29318)
N (2.91216, 0.14698, -0.31073)
O (2.66622, -2.30051, -0.74560)
O (1.80820, -1.46543, 1.38819)
O (-3.10239, -1.01390, 0.43613)
S (2.34036, -1.19639, 0.09021)
H (0.01024, 1.79971, 1.95964)
H (0.93263, -0.40239, -1.58868)
H (-2.22466, 0.74804, 2.00073)
H (-1.22212, -1.50768, -1.48701)
H (2.04798, 2.33542, -1.51965)
H (3.36038, 2.76951, -0.42264)
H (1.69722, 3.26458, -0.05023)
H (-4.48663, -2.35172, -0.10066)
H (-2.81669, -2.89183, -0.40258)
H (-3.57619, -1.67897, -1.47427)
H (2.38453, 1.32294, 1.34541)

Atoms 1-3, force components in eV/Å:
C -0.1 -0.1 -0.1
C -0.6 0.7 -0.1
C 0.0 -0.1 -0.1

The net charge is 0. Its multiplicity is 1. The calculation puts the HOMO energy at -8.82 eV. The value obtained for the lowest unoccupied orbital energy is -0.5 eV. The HOMO-LUMO gap is 0.306 Ha.



Computed E_tot, in the same sequence as the records: -77472.7896 -30478.9307 -26923.8208 -27976.6098 eV.